[1]
DFT (the ωB97M-V functional and the def2-TZVPD basis) results for C12H24AuN6O6 as an isolated structure at a distorted geometry.

```
49
Properties=species:S:1:pos:R:3:forces:R:3
O 0.622023 -0.421640 -3.408063 -1.10 1.55 1.43
H 1.472819 -0.013410 -3.072686 -0.68 -0.50 -0.48
Au 0.290460 -0.233521 -0.348428 -0.99 -0.02 1.71
N 0.076048 1.613334 0.602561 -0.38 1.40 0.64
N 1.884177 0.874199 -1.148906 1.16 0.67 -1.88
N -1.299318 -0.995236 0.742714 -1.28 -3.51 -0.11
N 0.023835 -2.140129 -1.119011 -2.29 -2.72 -0.01
O -0.883809 1.973243 1.390056 1.62 -0.28 -0.89
O -2.009533 -0.289901 1.627516 0.55 0.97 0.18
O 0.566659 -2.605188 -2.260151 0.22 0.50 -0.24
O 2.698063 0.498492 -2.078534 -0.74 1.11 1.19
C 2.098371 2.050376 -0.533816 0.43 -0.24 -0.13
C 1.115919 2.454717 0.402158 -0.45 0.29 0.45
C -1.535980 -2.303775 0.603772 -0.33 3.32 1.83
C -0.788106 -2.943820 -0.431479 2.52 0.65 -2.44
C 1.126641 3.710045 1.194041 0.52 0.58 -0.11
H 1.177218 3.492689 2.270144 -0.13 -0.03 -0.28
H 0.221433 4.303234 1.011217 0.14 -0.24 0.07
H 1.994828 4.318746 0.928751 -0.23 -0.06 0.13
C 3.340396 2.761351 -0.910186 0.31 0.90 0.30
H 3.368304 2.956098 -1.991062 -0.02 -0.17 0.27
H 4.223973 2.159921 -0.651536 -0.29 0.06 -0.14
H 3.417984 3.717295 -0.387020 0.06 -0.18 -0.14
C -2.525450 -3.006248 1.465731 -0.27 -0.20 0.03
C -0.935992 -4.378099 -0.792871 -0.21 -0.31 -0.08
H -3.024527 -2.307163 2.142849 0.17 -0.16 -0.22
H -2.031326 -3.782207 2.065728 -0.05 0.14 -0.17
H -3.283055 -3.503941 0.847447 0.13 0.07 0.14
H -0.333588 -4.611676 -1.675313 -0.18 0.09 0.25
H -1.986983 -4.612818 -1.003843 0.19 0.02 0.03
H -0.619644 -5.026909 0.033862 -0.06 0.17 -0.09
H -1.556511 0.664269 1.578313 -1.01 -1.04 0.32
H 0.623100 -1.703648 -2.869658 0.10 -1.03 0.70
C -0.537054 0.355972 -2.764325 0.26 0.10 -2.93
H -0.200904 1.201025 -2.136434 -0.21 -0.60 -0.66
H -1.248488 -0.319307 -2.264183 0.52 0.26 -0.34
H -1.044171 0.786675 -3.638413 -0.02 -0.06 0.29
O -3.871282 2.466438 0.559263 0.72 -0.57 0.17
H -4.157250 1.538316 0.604330 0.06 0.47 0.01
H -2.934486 2.436490 0.842570 -0.80 0.12 -0.20
N 3.277195 -1.409294 -0.347284 0.02 -0.31 1.06
C 4.314072 -1.867735 0.378101 -0.50 0.08 0.68
C 3.901118 -1.869938 1.706934 0.01 -0.02 -0.24
C 2.577211 -1.389344 1.705467 0.95 -0.23 -1.09
N 2.217179 -1.109428 0.449350 1.67 -0.80 0.53
H 3.280867 -1.180384 -1.340082 -0.27 -0.14 0.46
H 5.243265 -2.154416 -0.088323 -0.04 0.01 0.07
H 4.466022 -2.173757 2.564511 0.18 -0.08 0.09
H 1.900376 -1.238497 2.535522 0.02 0.00 -0.17
```
Positions in Å, forces in eV/Å.

* LUMO energy (spin up / spin down): -4.5 / -6.0 eV
* net charge: +1
* <S²>: 2.091
* multiplicity: 3
* orbital gap (spin up / spin down): 0.2278 / 0.2218 Ha

[2]
DFT (the ωB97M-V functional and the def2-TZVPD basis) results for C12H24CaNO4P2 as an isolated structure at a distorted geometry.

```
44
Properties=species:S:1:pos:R:3:forces:R:3
Ca -0.547335 0.090548 1.108338 1.00 -1.11 -2.61
P -2.595955 -1.425312 0.126973 0.22 -0.58 -1.06
C -1.593594 -2.066383 -1.173993 1.32 0.33 0.12
C -0.543853 -1.332532 -1.787461 -0.99 -0.37 0.78
N -0.043193 -0.156806 -1.232632 -0.26 -0.01 0.42
C 0.766832 0.622530 -1.980318 0.34 -0.18 -1.27
C 1.164143 0.262837 -3.267979 0.28 1.14 0.97
C 0.792571 -0.980774 -3.782350 -0.71 -1.11 0.50
C -0.025622 -1.795191 -3.025305 0.76 0.29 -0.80
C 1.211230 1.971360 -1.433566 -0.55 -0.31 -0.25
P 1.555215 2.014401 0.375989 0.73 0.51 -0.89
H -0.354015 -2.780518 -3.351284 0.12 0.31 -0.14
H 1.779778 0.958829 -3.833774 -0.09 -0.23 0.07
H 1.139946 -1.300004 -4.761225 -0.05 0.03 0.15
H 2.112390 2.297560 -1.974020 -0.29 0.01 0.21
H 0.418329 2.715297 -1.621061 0.17 -0.23 0.02
H 1.321842 -4.099278 2.360052 0.14 -0.45 0.32
H -1.760534 -3.082441 -1.542995 -0.15 0.39 0.01
H 4.560618 -0.193636 3.655774 0.50 -0.15 0.42
O 1.030673 -3.356865 1.839655 0.44 1.06 -0.70
H 1.827575 -3.070240 1.347284 -0.64 -0.39 0.36
H -1.271006 0.424894 3.114036 -1.16 0.11 1.36
O 3.832877 0.020832 3.082651 -1.04 0.35 -0.12
H 3.167103 0.437656 3.655778 0.52 -0.24 -0.17
C 3.326490 1.572864 0.327035 0.08 -0.42 0.47
H 3.900780 2.210016 -0.358808 -0.30 -0.11 0.17
H 3.738110 1.624741 1.340075 0.09 0.01 -0.27
H 3.405266 0.526442 0.010230 0.10 0.17 0.00
C 1.657493 3.833278 0.588396 -0.26 0.15 0.56
H 1.578047 4.036672 1.664150 0.10 0.24 -0.25
H 2.603781 4.253186 0.216818 -0.33 -0.24 0.03
H 0.812627 4.320801 0.082152 0.24 -0.13 0.19
C -4.105368 -0.875927 -0.745346 -0.35 0.27 0.31
H -4.695105 -1.759180 -1.025877 0.07 0.29 -0.02
H -4.695278 -0.213388 -0.096449 -0.10 -0.18 -0.27
H -3.799582 -0.331262 -1.648646 -0.11 -0.14 0.31
C -3.150067 -2.924119 0.999330 -0.16 0.17 0.38
H -3.747895 -2.603492 1.863253 0.01 -0.35 -0.16
H -3.763970 -3.531096 0.322085 0.18 0.02 0.24
H -2.276673 -3.492348 1.347599 -0.29 0.13 -0.12
O -1.833235 2.083488 1.113752 -0.89 0.06 3.42
C -2.178877 1.900291 2.283910 0.17 -0.18 -2.51
O -2.181367 0.584319 2.782162 1.21 0.79 0.30
H -2.541194 2.607951 3.035611 -0.06 0.29 -0.45
```
Positions in Å, forces in eV/Å.

* LUMO energy: -4.3 eV
* net charge: +1
* energy relative to the best compared isomer or geometry (same formula, charge and spin): 1.3 kcal/mol
* orbital gap: 0.1611 Ha

[3]
DFT (the ωB97M-V functional and the def2-TZVPD basis) results for C12H24Cl2N2STc as an isolated structure at a distorted geometry.

```
42
Properties=species:S:1:pos:R:3:forces:R:3
Tc -0.831166 0.520611 -0.223143 2.05 1.09 1.46
Cl -0.649414 2.820850 0.049128 0.03 -0.22 0.01
Cl -0.671063 -1.808552 -0.048917 0.12 0.07 -0.19
C -2.632191 0.454679 0.835591 -1.54 -0.48 -1.34
H -2.912775 -0.501258 1.298334 0.45 0.28 -0.24
H -2.950211 1.317703 1.435012 0.61 -0.15 -0.21
C -0.627087 0.296915 -2.153696 0.65 -0.05 -1.57
C -2.822990 0.599398 -0.641939 -2.18 -0.10 1.78
H 0.152548 -0.392539 -2.546881 -0.72 -0.29 0.65
C -3.576052 1.870566 -1.065021 0.35 -0.11 -0.10
H -3.230953 -0.272761 -1.174697 0.50 0.13 0.18
C -3.447722 2.209218 -2.547776 -0.02 0.26 0.13
H -4.635616 1.694786 -0.825214 0.18 0.01 -0.04
H -3.250436 2.720001 -0.451520 -0.01 -0.23 -0.15
C -1.998253 2.284780 -3.037736 -0.32 -0.27 -0.36
H -4.003617 1.463651 -3.131274 0.11 0.09 -0.06
H -3.933623 3.174257 -2.729610 -0.04 -0.10 0.03
C -1.393430 0.878456 -3.292991 0.43 0.75 0.11
H -1.978428 2.845253 -3.985223 0.02 -0.18 0.22
H -1.383244 2.839876 -2.314858 -0.19 -0.21 -0.37
H -2.181481 0.146175 -3.553161 0.11 0.21 -0.02
H -0.724354 0.940572 -4.172874 -0.21 -0.22 0.31
C 2.994260 -0.250839 -0.626368 0.22 0.23 0.07
N 2.909221 -1.093967 0.568276 0.31 0.16 0.53
C 4.035731 -1.990444 0.798987 0.18 -0.39 -0.28
C 2.074417 -0.736116 1.570835 -0.54 0.25 -0.39
S 1.426738 0.839041 1.538514 -0.80 -0.20 -0.53
N 1.704584 -1.594742 2.570686 0.33 0.05 0.21
C 2.686172 -2.292791 3.405694 -0.03 -0.47 0.17
C 0.484942 -1.247345 3.315932 0.09 0.27 0.15
H 3.765483 -0.682789 -1.266807 -0.21 0.08 -0.02
H 3.265194 0.780711 -0.369325 -0.04 -0.21 -0.13
H 2.037061 -0.231322 -1.163729 0.23 -0.04 0.24
H 4.635180 -1.672427 1.668111 -0.22 -0.17 -0.34
H 3.692780 -3.026113 0.922790 0.22 0.24 -0.08
H 4.679884 -1.941781 -0.084337 -0.14 -0.15 0.28
H 3.260015 -1.589797 4.037918 -0.17 -0.21 -0.23
H 2.115703 -2.961354 4.068797 0.40 0.21 -0.27
H 3.368298 -2.902479 2.808738 -0.25 0.19 0.47
H 0.572301 -0.250885 3.770677 -0.11 -0.29 -0.01
H -0.377249 -1.261086 2.641843 0.22 0.06 0.13
H 0.350844 -1.996113 4.101233 -0.03 0.10 -0.22
```
Positions in Å, forces in eV/Å.

* LUMO energy (spin up / spin down): 0.0 / -1.2 eV
* energy relative to the best compared isomer or geometry (same formula, charge and spin): 0.0 kcal/mol
* <S²>: 3.775
* multiplicity: 4
* orbital gap (spin up / spin down): 0.2653 / 0.2650 Ha

[4]
DFT (the ωB97M-V functional and the def2-TZVPD basis) results for C12H24Cl2N2STi as an isolated structure at a distorted geometry.

```
42
Properties=species:S:1:pos:R:3:forces:R:3
Ti 0.657239 -0.636780 -0.890082 1.69 -0.54 0.95
Cl 1.560860 1.187856 -1.817772 -0.04 0.48 -0.16
Cl -1.419914 -1.656322 -0.850871 -0.58 -0.08 0.08
C 1.118739 -1.785070 -2.399043 0.36 -0.94 -0.91
H 0.309210 -2.438247 -2.738145 0.43 0.34 -0.33
H 1.725432 -1.253476 -3.146369 -0.57 -0.49 -0.04
C 2.086800 -1.911393 -0.074860 -1.39 1.95 1.67
C 2.087334 -2.520944 -1.396438 0.26 -1.24 -3.05
H 1.077722 -1.915351 0.518996 0.75 -0.81 -0.57
C 3.527757 -2.449530 -2.055540 -0.52 0.56 0.47
H 1.864932 -3.610807 -1.346781 -0.36 0.42 -0.01
C 4.589838 -3.042385 -1.147161 -0.02 -0.37 -0.11
H 3.533673 -2.920183 -3.056808 -0.24 0.01 0.58
H 3.734249 -1.391739 -2.230029 0.06 0.17 0.04
C 4.561047 -2.452239 0.265532 -0.52 0.05 -0.15
H 4.383039 -4.122128 -1.114864 0.21 0.06 0.26
H 5.584088 -2.926953 -1.587239 -0.04 0.00 -0.01
C 3.126637 -2.515972 0.815326 -0.07 -0.40 0.95
H 5.254046 -3.004259 0.906801 -0.14 0.07 0.05
H 4.884585 -1.408981 0.245532 0.05 0.02 -0.06
H 2.837671 -3.591138 0.899682 0.27 0.34 0.00
H 3.006698 -2.120091 1.835966 0.43 0.02 -0.29
C -2.607512 4.919810 1.142580 -0.16 0.11 0.09
C -2.485298 3.725915 0.215781 0.37 -0.36 -0.07
N -1.409696 2.821901 0.669236 -0.08 0.32 -0.30
C -1.491911 1.503557 0.793663 0.35 -0.29 0.52
S -0.029373 0.665361 1.209516 -0.76 0.53 0.27
N -2.725655 0.905243 0.705712 0.15 0.09 0.54
C -3.751280 1.236537 1.744657 0.23 -0.20 -0.24
C -5.151731 1.008767 1.201116 -0.21 0.12 0.09
H -2.749144 4.602190 2.182534 0.03 0.06 -0.19
H -3.476364 5.511249 0.842918 0.12 0.05 0.07
H -1.720337 5.561483 1.091959 -0.15 -0.13 0.03
H -3.410955 3.145029 0.172566 0.26 0.21 -0.09
H -2.235986 4.051484 -0.803635 -0.13 -0.08 0.19
H -0.460498 3.204175 0.708345 -0.54 -0.31 0.07
H -2.644105 -0.104564 0.574253 0.22 0.27 0.02
H -3.577890 0.586994 2.620193 0.00 0.28 -0.22
H -3.617081 2.273445 2.075564 0.02 -0.28 -0.13
H -5.356365 -0.057414 1.054626 0.09 0.19 -0.06
H -5.890195 1.394260 1.913191 0.09 -0.12 -0.08
H -5.300306 1.530709 0.249393 0.07 -0.12 0.14
```
Positions in Å, forces in eV/Å.

* LUMO energy: 0.3 eV
* orbital gap: 0.2978 Ha

[5]
DFT (the ωB97M-V functional and the def2-TZVPD basis) results for a 2-piece molecular cluster, C12H24ClN2O overall at a distorted geometry.

```
40
Properties=species:S:1:pos:R:3:forces:R:3
C 2.565323 -0.073394 2.572861 -0.65 -0.22 -0.30
C 1.696329 -0.644244 1.369682 1.23 -0.21 -0.06
C 2.505020 -1.707991 0.493697 -1.04 0.86 0.66
C 1.260193 0.562826 0.449916 0.49 -0.03 0.35
N -0.213316 0.721107 0.286579 -2.74 1.15 -0.86
C -0.766881 1.795991 -0.349248 0.26 0.86 -0.47
N -2.138257 1.776576 -0.373320 1.57 -2.91 1.69
C -2.498068 0.594138 0.296332 1.33 -2.61 1.32
C -3.884280 -0.048701 0.605145 0.18 0.67 -0.26
C -3.949718 -0.746359 2.039279 0.06 -0.48 -0.54
C -3.614641 -2.299904 1.982795 -0.93 0.69 -0.29
Cl -5.718647 -0.651773 2.541943 1.01 0.17 -0.12
C -1.299185 -0.092247 0.700753 -1.39 2.18 -1.03
H 2.984324 -0.925679 3.176236 -0.34 0.95 -0.60
H 1.859069 0.514565 3.220232 0.86 -0.42 -0.41
H 3.393373 0.605795 2.219978 -0.80 -0.81 0.33
H 0.851715 -1.210813 1.837965 0.44 0.76 -0.53
H 2.923967 -2.462038 1.209313 -0.24 0.54 -1.01
H 1.754595 -2.165566 -0.210923 1.01 0.16 0.57
H 3.296266 -1.170220 -0.086418 -0.48 -0.70 0.53
H 1.627287 1.524531 0.912326 -0.38 -0.99 -0.63
H 1.700295 0.455686 -0.583719 -0.43 0.10 1.13
H -0.205758 2.633185 -0.829971 -0.34 -1.05 0.58
H -2.814467 2.419583 -0.780907 0.64 0.03 0.03
H -4.101745 -0.827094 -0.179558 0.18 0.81 0.74
H -4.688323 0.727469 0.531740 0.73 -0.64 0.12
H -3.311649 -0.204792 2.793639 -0.92 -0.46 -0.73
H -2.525321 -2.531285 2.082672 -0.95 0.15 -0.07
H -4.029811 -2.668027 1.001142 0.65 0.14 0.99
H -4.225928 -2.795207 2.780825 0.97 0.33 -0.59
H -1.216454 -1.047432 1.252187 0.09 1.02 -0.61
C 2.920376 0.435097 -4.136748 0.00 -0.01 -0.08
C 2.613061 1.765331 -3.478474 0.08 -0.41 0.06
O 1.221702 1.856367 -3.165997 -0.29 0.29 0.27
H 2.334426 0.315969 -5.049948 0.07 0.07 0.02
H 3.980127 0.358310 -4.385729 -0.04 -0.05 0.03
H 2.654074 -0.395298 -3.475412 0.11 0.00 0.04
H 2.859106 2.589165 -4.148053 -0.19 0.04 0.10
H 3.190420 1.885908 -2.555609 0.15 0.07 -0.09
H 1.011398 1.130464 -2.567204 0.05 -0.06 -0.28
```
Positions in Å, forces in eV/Å.

* LUMO energy: -3.1 eV
* net charge: +1
* orbital gap: 0.3718 Ha

[6]
DFT (the ωB97M-V functional and the def2-TZVPD basis) results for C12H24FNO5Sr2 as an isolated structure at a distorted geometry.

```
45
Properties=species:S:1:pos:R:3:forces:R:3
Sr 2.167409 1.703773 -0.822762 -0.47 0.79 2.18
Sr 2.026499 -1.397007 -3.272642 0.00 -0.55 -0.62
O 0.390749 -2.886737 -0.140092 0.10 -1.08 0.59
H 1.251719 -3.303877 -0.219612 0.53 -1.38 0.44
H -0.260451 -3.200767 -0.771692 -0.82 -0.92 -0.14
H 0.551909 -1.953477 -0.297132 0.05 2.63 0.05
F 1.021699 -0.573087 -0.891602 1.13 -0.30 -2.02
C 5.817939 0.191113 1.273498 1.39 -1.38 -0.54
O 4.463049 0.551063 1.405578 -2.91 0.57 0.89
C 3.603619 -0.431257 2.025688 0.42 -0.73 0.97
C 2.089519 -0.186457 2.090808 -0.33 0.22 -0.27
N 1.660569 1.148073 1.656758 0.40 -0.49 -1.76
C 0.246969 1.435983 2.024848 0.33 -0.21 -0.50
C -0.378181 2.488193 1.125038 -0.37 0.81 1.16
O -0.472121 2.158473 -0.261672 2.39 -1.49 -0.80
C -1.216671 3.105353 -1.006192 -0.88 1.51 -0.16
H 5.752099 -0.740817 0.712018 0.85 0.05 -0.72
H 6.459929 -0.086357 2.109538 -0.98 0.18 1.09
H 6.414619 0.998263 0.848558 -0.59 -0.01 -0.62
H 3.728559 -0.629507 3.090198 1.62 0.64 0.08
H 3.740339 -1.441357 1.639538 0.45 -0.03 -0.72
H 1.816229 -0.320377 3.137458 -0.28 -0.05 -0.01
H 1.555389 -0.955697 1.533068 -0.22 0.05 -0.14
H 2.392679 1.712673 2.063368 -0.41 1.06 0.70
H 0.257709 1.738503 3.071978 -0.67 0.16 -0.02
H -0.320261 0.513183 1.903288 0.14 -0.22 0.37
H 0.248909 3.368653 1.265198 -0.29 0.61 -0.25
H -1.417971 2.703153 1.371448 0.21 0.19 0.91
H -0.876731 3.199613 -2.037522 -0.07 -0.64 -0.14
H -1.111511 4.126753 -0.640422 0.26 0.02 0.44
H -2.285261 2.908683 -0.919352 -0.03 -0.24 -0.28
C -4.528831 -2.184317 -1.536262 -0.23 -0.34 3.20
C -3.607981 -2.053947 -0.505202 -0.33 -1.83 -0.46
C -2.516161 -1.221877 -0.693332 -0.53 1.71 -0.28
C -2.538421 -0.295257 -1.753402 -0.96 0.87 -1.19
C -3.612021 -0.241887 -2.601972 1.29 2.28 1.22
C -4.629271 -1.163317 -2.459682 -2.53 -2.17 -4.75
O -5.580531 -1.306577 -3.481912 1.63 0.29 3.32
O -1.559441 -1.060697 0.197078 0.31 -1.17 0.97
H -5.236201 -2.996707 -1.458522 -0.39 0.08 -0.30
H -3.662201 -2.722257 0.341448 0.10 -0.16 0.13
H -1.949071 0.608133 -1.699202 0.58 -0.13 0.01
H -3.822811 0.701663 -3.083312 0.10 -0.15 -0.82
H -5.123091 -1.639427 -4.257522 -0.08 0.25 -1.10
H -0.952901 -0.368257 -0.075382 0.08 0.72 -0.10
```
Positions in Å, forces in eV/Å.

* LUMO energy (spin up / spin down): -18.7 / -18.7 eV
* net charge: +5
* <S²>: 0.765
* multiplicity: 2
* orbital gap (spin up / spin down): 0.1553 / 0.1552 Ha

| no. | electronic energy (a.u.) |
| --- | --- |
| 1 | -1386.74514 |
| 2 | -2187.47352 |
| 3 | -1980.42631 |
| 4 | -2749.23923 |
| 5 | -1116.30644 |
| 6 | -1061.58682 |